[1]
{"formula": "O2Si", "method": "wB97M-V/def2-TZVPD", "total_charge": 0, "homo_lumo_gap_ev": 10.695, "smiles": "O=[Si]=O", "de_lowest_kcal_mol": 0.02, "total_energy_ha": -439.9762, "elements": ["O", "O", "Si"], "coordinates": [[0.7520, -0.0773, -1.2973], [-0.7468, 0.0330, 1.3046], [-0.0052, 0.0442, -0.0073]]}


[2]
{"formula": "C3H3FN2", "method": "wB97M-V/def2-TZVPD", "total_charge": 0, "homo_lumo_gap_ev": [8.834, 8.833], "de_lowest_kcal_mol": 186.16, "total_energy_ha": -325.1950, "elements": ["C", "C", "C", "N", "N", "F", "H", "H", "H"], "coordinates": [[-0.3878, -2.6325, -0.0442], [-0.2843, -1.4604, 0.1044], [0.2654, 1.4154, 0.1520], [1.5002, 1.0364, 0.3104], [-0.7374, 0.4780, 0.2899], [-1.8945, 0.6410, -0.5285], [-0.4645, -3.6815, -0.3181], [-0.0580, 2.3721, -0.2092], [2.0609, 1.8316, 0.2433]]}


[3]
{"formula": "C3H6N4", "method": "wB97M-V/def2-TZVPD", "total_charge": 0, "homo_lumo_gap_ev": [6.603, 7.328], "spin_multiplicity": 3, "de_lowest_kcal_mol": 120.09, "total_energy_ha": -336.5965, "elements": ["C", "C", "C", "N", "N", "N", "N", "H", "H", "H", "H", "H", "H"], "coordinates": [[0.0771, 1.6285, 0.6657], [-0.2366, 0.7503, -0.4389], [0.0984, -0.5872, -0.9719], [-2.7989, -0.2292, 0.1398], [-3.5830, 0.0899, -0.5938], [-1.9926, -0.7075, 0.8743], [-0.4199, 1.9796, -0.7263], [-0.8267, 1.6749, 1.3337], [1.1542, 1.7507, 0.8244], [1.1715, -0.6621, -1.0659], [-0.4180, -0.6129, -1.9787], [-0.0512, -1.3995, -0.3463], [-1.4260, -0.2976, 1.5719]]}


[4]
{"formula": "C43H71BClF15N2O20P", "method": "wB97M-V/def2-TZVPD", "total_charge": 1, "homo_lumo_gap_ev": 7.966, "total_energy_ha": -5619.5271, "elements": ["C", "O", "C", "C", "C", "C", "C", "C", "C", "C", "O", "C", "C", "Cl", "C", "C", "C", "C", "N", "C", "C", "O", "N", "P", "O", "O", "O", "C", "C", "C", "C", "C", "O", "O", "B", "O", "O", "C", "H", "H", "H", "H", "H", "H", "H", "H", "H", "H", "H", "H", "H", "H", "H", "H", "H", "H", "H", "H", "H", "H", "H", "H", "H", "H", "H", "H", "H", "H", "H", "H", "H", "H", "H", "H", "H", "H", "H", "H", "H", "H", "H", "H", "H", "H", "C", "C", "O", "C", "O", "C", "F", "F", "F", "H", "H", "H", "H", "H", "C", "C", "O", "C", "O", "C", "F", "F", "F", "H", "H", "H", "H", "H", "C", "C", "O", "C", "O", "C", "F", "F", "F", "H", "H", "H", "H", "H", "C", "C", "O", "C", "O", "C", "F", "F", "F", "H", "H", "H", "H", "H", "C", "C", "O", "C", "O", "C", "F", "F", "F", "H", "H", "H", "H", "H"], "coordinates": [[-2.7476, 0.2532, -0.5753], [-3.2943, -0.1994, 0.6983], [-3.6068, -1.6141, 0.6408], [-3.1263, -2.4113, 1.9709], [-3.6117, -3.9551, 1.9759], [-2.7109, -4.8926, 0.9886], [-1.2967, -5.0686, 1.7162], [-0.0609, -5.3671, 0.6913], [-0.0005, -4.3363, -0.5309], [1.3126, -4.4846, -1.4631], [2.1831, -5.4225, -0.8091], [3.5887, -5.2336, -1.0453], [4.0040, -4.5247, -2.4121], [3.6966, -5.8634, -3.6825], [5.5963, -4.2611, -2.5076], [6.4166, -4.3395, -1.1533], [7.8627, -3.5898, -1.2407], [7.7297, -2.1894, -0.4223], [6.7972, -1.2735, -1.1502], [6.5764, -0.0116, -0.4074], [5.5788, 1.1182, -1.0006], [7.1236, 0.2530, 0.6891], [3.2129, -3.2512, -2.7449], [3.1576, -2.8530, -4.4751], [3.0801, -1.3326, -4.7610], [4.6273, -3.2463, -5.2999], [2.0255, -3.7507, -5.3831], [1.9491, -3.0928, -1.9372], [2.1402, -2.0085, -0.7254], [2.5953, -2.6045, 0.6724], [2.3189, -1.5920, 1.9249], [2.3740, -0.0586, 1.5118], [1.3385, 0.5131, 1.0876], [3.5482, 0.7467, 1.6390], [0.6955, -2.3593, -2.7467], [0.7021, -0.9146, -2.9488], [-0.3959, -3.0618, -3.3495], [-1.6634, -2.3544, -3.0860], [-1.7285, -0.2473, -0.7947], [-2.5285, 1.3816, -0.5327], [-3.4776, 0.0927, -1.4476], [-4.7206, -1.8115, 0.4281], [-3.0143, -2.0626, -0.2280], [-3.5407, -1.8603, 2.8972], [-1.9928, -2.2883, 2.0091], [-3.5606, -4.3421, 3.0477], [-4.7043, -3.9485, 1.6515], [-2.6801, -4.3422, -0.0061], [-3.2374, -5.9012, 0.9659], [-1.0032, -4.1477, 2.3462], [-1.3342, -5.9531, 2.4360], [-0.2129, -6.4501, 0.3463], [0.8746, -5.3429, 1.3689], [-0.1638, -3.2918, -0.1041], [-0.9185, -4.5535, -1.1953], [0.9445, -5.0110, -2.4273], [4.0412, -6.2963, -1.1037], [4.0216, -4.7844, -0.0917], [6.0857, -4.9876, -3.2578], [5.7812, -3.2138, -2.9666], [6.5162, -5.4156, -0.7816], [5.8336, -3.7353, -0.3562], [8.1841, -3.3813, -2.3122], [8.5882, -4.2330, -0.6419], [7.2182, -2.4319, 0.5879], [8.7350, -1.7309, -0.1573], [5.8435, -1.6763, -1.2231], [4.5313, 0.6555, -1.0693], [5.4971, 2.0217, -0.3097], [5.9391, 1.4663, -2.0328], [3.8541, -2.5142, -2.3544], [5.2603, -2.5094, -5.1378], [2.3814, -3.9183, -6.2873], [2.8812, -1.1724, -1.0109], [1.1506, -1.4463, -0.5146], [2.1426, -3.5997, 0.9822], [3.7368, -2.7580, 0.6537], [3.1137, -1.8799, 2.7126], [1.3172, -1.9201, 2.3784], [4.3213, 0.1819, 1.8817], [0.5324, -0.7922, -3.9177], [-1.7382, -1.3785, -3.6904], [-2.5743, -2.9767, -3.3890], [-1.7358, -2.1820, -1.9567], [-2.5193, 5.3679, 2.2399], [-2.1213, 4.7662, 0.9058], [-3.2414, 4.7174, 0.0047], [-3.5950, 5.8890, -0.5591], [-3.0397, 6.9362, -0.3533], [-4.7695, 5.6952, -1.5127], [-5.7766, 4.9903, -0.9565], [-4.4052, 5.0263, -2.6292], [-5.3038, 6.8576, -1.9219], [-3.3632, 4.8211, 2.6687], [-1.6837, 5.3413, 2.9407], [-2.8395, 6.4063, 2.1300], [-1.7942, 3.7345, 1.0569], [-1.2853, 5.3044, 0.4501], [4.7366, -2.2193, 7.3558], [5.1021, -3.6893, 7.4356], [4.1577, -4.4994, 6.7128], [4.2715, -4.4807, 5.3736], [5.0960, -3.8410, 4.7693], [3.2386, -5.4004, 4.7307], [1.9955, -5.1962, 5.2098], [3.5203, -6.7005, 4.9435], [3.1625, -5.2393, 3.3947], [3.7136, -2.0607, 7.7062], [5.4178, -1.6186, 7.9599], [4.7785, -1.8529, 6.3273], [5.0632, -4.0165, 8.4770], [6.1186, -3.8760, 7.0782], [-8.5381, 2.3173, 2.6889], [-7.6668, 1.6721, 1.6280], [-7.1521, 0.4071, 2.0780], [-8.0252, -0.6184, 2.0728], [-9.1735, -0.5308, 1.7233], [-7.3492, -1.9039, 2.5387], [-6.6544, -1.7375, 3.6825], [-6.4716, -2.3708, 1.6220], [-8.2238, -2.8971, 2.7696], [-7.9877, 2.4136, 3.6282], [-8.8707, 3.3053, 2.3672], [-9.4221, 1.7117, 2.9017], [-6.8022, 2.3104, 1.4314], [-8.2001, 1.5531, 0.6807], [-4.7951, 3.2060, -5.8650], [-3.6440, 4.1877, -5.7551], [-2.6969, 3.9963, -6.8196], [-3.0663, 4.4677, -8.0271], [-4.1122, 5.0197, -8.2482], [-1.9669, 4.2324, -9.0580], [-1.5098, 2.9623, -9.0429], [-0.8986, 5.0276, -8.8416], [-2.3759, 4.4744, -10.3147], [-4.4200, 2.1796, -5.8963], [-5.4752, 3.3119, -5.0184], [-5.3657, 3.3615, -6.7834], [-3.1062, 4.0120, -4.8205], [-3.9935, 5.2236, -5.7346], [-0.3724, 10.9921, 1.0473], [0.4525, 10.4164, 2.1827], [-0.2678, 10.4683, 3.4256], [-1.2381, 9.5479, 3.5805], [-1.5207, 8.7150, 2.7577], [-1.9027, 9.6873, 4.9463], [-2.2585, 10.9589, 5.2182], [-1.0832, 9.2956, 5.9442], [-3.0201, 8.9473, 5.0556], [-0.6955, 12.0082, 1.2873], [0.2044, 11.0104, 0.1214], [-1.2777, 10.4054, 0.8744], [1.3541, 11.0184, 2.3175], [0.7778, 9.3937, 1.9714]]}


[5]
{"formula": "C8H10INOS2", "method": "wB97M-V/def2-TZVPD", "total_charge": 0, "homo_lumo_gap_ev": [6.893, 5.863], "spin_multiplicity": 3, "total_energy_ha": -1534.6676, "elements": ["C", "C", "C", "C", "C", "C", "C", "C", "N", "O", "S", "S", "I", "H", "H", "H", "H", "H", "H", "H", "H", "H", "H"], "coordinates": [[-1.1909, 1.0496, -0.1452], [-1.4037, -0.6674, 1.6212], [0.1389, 0.7041, -0.2354], [-0.0722, -1.0440, 1.3323], [-1.9519, 0.3003, 0.8101], [0.7299, -0.4720, 0.3323], [-3.9397, 1.3843, -0.0236], [2.2838, -1.7932, -1.4202], [3.0484, 0.5807, -0.6243], [-3.2975, 0.5746, 0.9853], [4.7645, 1.3472, 0.6828], [2.4688, -0.7180, 0.0148], [6.3308, -0.1148, -0.2463], [-1.5879, 1.9145, -0.5987], [-1.8339, -0.8308, 2.5929], [0.7788, 1.1182, -0.9832], [0.2239, -2.0405, 1.8505], [-3.6956, 0.9612, -1.0600], [-3.3708, 2.3654, -0.0084], [-5.0138, 1.3569, 0.1842], [3.1384, -1.5125, -1.9123], [1.3041, -1.5757, -1.9232], [2.1477, -2.8880, -1.2255]]}


[6]
{"formula": "C2H4OP2", "method": "wB97M-V/def2-TZVPD", "total_charge": 0, "homo_lumo_gap_ev": 9.248, "smiles": "C#CP(O)#[PH2]", "de_lowest_kcal_mol": 15.20, "total_energy_ha": -836.4660, "elements": ["C", "C", "O", "P", "P", "H", "H", "H", "H"], "coordinates": [[-0.5728, -2.3621, 0.8394], [-0.5115, -1.2520, 0.3826], [-0.6204, -0.0518, -1.8995], [1.3061, 1.0364, 0.2360], [-0.7838, 0.3861, -0.3314], [-0.4925, -3.2260, 1.4540], [-0.9196, 0.4940, -2.6811], [1.1599, 2.2765, -0.6035], [1.5701, 0.2223, -0.8318]]}


[7]
{"formula": "C5H6N2O2S", "method": "wB97M-V/def2-TZVPD", "total_charge": 0, "homo_lumo_gap_ev": 9.510, "smiles": "N#CSOC1=N[C@H](O)CC1", "de_lowest_kcal_mol": 68.09, "total_energy_ha": -852.2442, "elements": ["C", "C", "C", "C", "C", "N", "N", "O", "O", "S", "H", "H", "H", "H", "H", "H"], "coordinates": [[3.9115, 0.1002, -0.6509], [0.5327, -0.2682, 0.0875], [-0.5786, -1.2621, -0.2254], [-1.8220, -0.3710, -0.1559], [-1.2631, 1.0476, 0.1224], [4.3255, 0.3815, -1.6824], [0.1707, 0.9411, 0.1580], [1.7211, -0.8615, 0.2231], [-1.7220, 1.4832, 1.3726], [3.2462, -0.3437, 0.8330], [-0.4205, -1.6866, -1.2174], [-0.5795, -2.0766, 0.4972], [-2.3978, -0.3862, -1.0775], [-2.4697, -0.6414, 0.6750], [-1.5364, 1.7800, -0.6535], [-1.1182, 2.1636, 1.6941]]}


[8]
{"formula": "H3N3OS", "method": "wB97M-V/def2-TZVPD", "total_charge": 0, "homo_lumo_gap_ev": 9.782, "smiles": "N#[N+][O-].NS", "de_lowest_kcal_mol": 68.15, "total_energy_ha": -639.3874, "elements": ["N", "N", "N", "O", "S", "H", "H", "H"], "coordinates": [[4.4379, -0.1964, 0.7895], [4.9602, 0.8303, 0.5354], [-1.0983, -1.6490, -0.2547], [3.8382, -1.2987, 0.9127], [-0.5389, -0.0151, -0.4063], [-0.1023, 0.1601, 0.8970], [-0.7897, -2.0508, -1.1856], [-2.1227, -1.8067, -0.3191]]}